This record from the OMol25 dataset describes C18H13N8OPt as an isolated structure at a distorted geometry. The level of theory is ωB97M-V with the def2-TZVPD basis set.

Structure (XYZ):
```
41
C18H13N8OPt, DFT ωB97M-V with the def2-TZVPD basis set
Pt 0.17698 0.25991 -0.56488
N -0.34703 -3.27359 1.90678
C -0.10578 -2.50245 0.84040
N -0.16606 -1.20455 0.86483
C -0.53561 -0.54594 2.05441
N -0.65216 0.75797 2.04266
N -0.38325 1.36651 0.93475
C -0.38993 2.68077 0.71623
C -0.01593 3.08254 -0.57886
C -0.05889 4.41515 -1.04413
C 0.34402 4.70650 -2.32102
C 0.82532 3.67611 -3.14156
C 0.85216 2.39469 -2.64046
N 0.43148 2.08277 -1.41745
C -0.75820 -1.32476 3.24502
C -1.04423 -0.74283 4.48092
C -1.22056 -1.54054 5.59487
C -1.11935 -2.92239 5.49411
C -0.83559 -3.52210 4.27608
C -0.65261 -2.72668 3.15629
H -0.28975 -4.27989 1.83122
H 0.15593 -2.99048 -0.09092
H -0.65535 3.36948 1.50337
H -0.42616 5.18186 -0.38051
H 0.29694 5.71451 -2.70004
H 1.16038 3.86404 -4.14742
H 1.22502 1.58123 -3.25088
H -1.11768 0.33009 4.54313
H -1.43775 -1.08656 6.54906
H -1.26242 -3.53852 6.36709
H -0.75363 -4.59705 4.20230
N 2.34647 -1.53994 -3.94486
C 1.31653 -1.10099 -3.21378
O 1.36891 -1.10462 -1.96405
C 0.14750 -0.58357 -3.92826
C -0.88778 -0.31948 -3.06850
N -1.49229 -0.19541 -2.07445
C 0.18577 -0.30459 -5.29297
N 0.29067 -0.07581 -6.41427
H 3.16417 -1.89178 -3.47220
H 2.31975 -1.54962 -4.95208
```

The HOMO-LUMO gap comes out at 5.556 eV. The net charge is +1. Its LUMO energy is -4.83 eV.

***

This record from the OMol25 dataset describes C39H40NO6SSbW as an isolated structure at a distorted geometry. The level of theory is ωB97M-V with the def2-TZVPD basis set.

Structure (XYZ):
```
89
C39H40NO6SSbW, DFT ωB97M-V with the def2-TZVPD basis set
W -0.92956 -1.05628 -0.05385
O -1.02759 -3.76169 -0.38971
C -2.11771 -4.41478 -1.08519
C -3.48083 -4.35578 -0.39390
N -3.90916 -2.99998 0.00158
C -4.28485 -2.04427 -1.04620
C -3.10088 -1.10751 -1.07412
O -2.92126 -0.14458 -0.28614
O -1.99426 -1.50594 -1.66365
C -4.47170 -2.82244 1.27806
C -3.59257 -2.62869 2.53344
O -3.39430 -2.69129 3.62849
O -1.46663 -1.60801 1.45283
H -0.76259 -4.31140 0.36008
H -1.86752 -5.46207 -1.25766
H -2.15860 -3.92279 -2.05429
H -3.49589 -4.97645 0.50428
H -4.20519 -4.79106 -1.08926
H -5.22165 -1.53062 -0.83672
H -4.35524 -2.55743 -2.00398
H -5.04493 -3.69251 1.63434
H -5.13350 -1.95119 1.33678
C -0.90629 1.69443 -2.41762
C 0.34666 2.43784 -2.05109
C 1.05884 3.14146 -3.01356
C 2.20363 3.85736 -2.67651
C 2.66494 3.87381 -1.36920
C 1.97559 3.17337 -0.38870
C 0.82383 2.46660 -0.73345
Sb -0.28794 1.67361 0.85412
C -2.02446 2.80243 1.08651
C -2.02999 4.00110 0.37093
C -3.07094 4.89640 0.56392
C -4.08105 4.58603 1.46142
C -4.06329 3.38360 2.16160
C -3.04011 2.46162 1.98794
C -3.05028 1.16146 2.74413
C 1.07997 1.36481 2.41009
C 2.23447 0.67980 2.00691
C 3.25908 0.47456 2.90659
C 3.12867 0.95004 4.20922
C 1.99353 1.63937 4.59040
C 0.93590 1.87387 3.70659
C -0.23409 2.67601 4.20062
H -1.07483 1.68404 -3.49339
H -1.79653 2.11320 -1.94077
H -0.82168 0.63558 -2.12152
H 0.70563 3.15026 -4.03762
H 2.73011 4.41259 -3.44171
H 3.54776 4.44090 -1.10662
H 2.33163 3.19714 0.63460
H -1.22742 4.25453 -0.31239
H -3.08132 5.83507 0.02700
H -4.88896 5.28667 1.62575
H -4.85971 3.16439 2.86196
H -3.74571 1.20566 3.58078
H -2.06637 0.90880 3.15225
H -3.36798 0.35083 2.08108
H 2.34931 0.34514 0.98121
H 4.16289 -0.03237 2.59792
H 3.92694 0.79932 4.92392
H 1.92002 2.03081 5.59771
H 0.12210 3.54607 4.75150
H -0.83902 2.09136 4.89657
H -0.87695 3.04255 3.40265
O 0.83860 -1.46713 -0.21984
S 2.09061 -2.51021 -0.82556
C 3.58567 -1.79118 -0.42564
C 4.21691 -0.77523 -1.16693
C 5.49619 -0.41299 -0.81506
C 6.14609 -1.05846 0.24395
C 5.51876 -2.06123 0.97604
C 4.22758 -2.43061 0.65412
C 1.79894 -2.29236 -2.53621
C 1.53661 -1.05188 -3.12109
C 1.38908 -1.00211 -4.49420
C 1.52244 -2.16190 -5.25969
C 1.78996 -3.38331 -4.66005
C 1.91743 -3.46439 -3.27910
H 3.73172 -0.31564 -2.01597
H 6.01533 0.35067 -1.37798
H 7.16474 -0.78161 0.48570
H 6.04262 -2.56224 1.77869
H 3.72991 -3.22405 1.19917
H 1.49012 -0.14372 -2.52861
H 1.19221 -0.05624 -4.98121
H 1.41851 -2.10568 -6.33534
H 1.89449 -4.27680 -5.26045
H 2.11531 -4.41706 -2.80168
```

The HOMO-LUMO gap comes out at 5.685 eV. The net charge is +4. As for the energy above the lowest of the compared OMol25 structures with the same formula, charge and spin: 39.2 kJ/mol. Its LUMO energy is -12.86 eV.

***

This record from the OMol25 dataset describes C32H40F2Ge2N3Ru as an isolated structure at a distorted geometry. The level of theory is ωB97M-V with the def2-TZVPD basis set.

Structure (XYZ):
```
80
C32H40F2Ge2N3Ru, DFT ωB97M-V with the def2-TZVPD basis set
Ru 0.02021 -0.20540 0.04156
C 2.69410 -1.11419 -1.15647
N 2.14989 0.04625 -0.40546
C 3.05678 0.26099 0.75464
C 2.20065 1.25763 -1.22950
C 3.32419 1.59452 -1.96115
C 3.31696 2.74188 -2.74506
C 2.18179 3.54063 -2.81623
C 1.05440 3.21867 -2.08435
C 1.06709 2.08806 -1.26456
N -0.00346 1.63717 -0.49199
C -1.22817 2.31900 -0.35104
C -1.36186 3.69147 -0.16447
C -2.62070 4.22163 0.07455
C -3.73435 3.39390 0.11018
C -3.59767 2.01950 -0.04483
C -2.34128 1.47775 -0.23759
N -2.09327 0.04016 -0.36284
C -3.12528 -0.76335 0.34097
C -2.17566 -0.31327 -1.80908
H 3.75814 -0.97393 -1.35290
H 2.15728 -1.24211 -2.09241
H 2.57749 -2.00576 -0.55023
H 4.08556 0.34861 0.39571
H 2.97329 -0.59005 1.42412
H 2.77286 1.17067 1.27097
H 4.20584 0.97169 -1.93320
H 4.19688 3.00114 -3.31574
H 2.17145 4.41115 -3.45594
H 0.16062 3.81514 -2.17161
H -0.48824 4.32684 -0.15675
H -2.72911 5.28440 0.23967
H -4.71508 3.81506 0.28142
H -4.46554 1.38158 0.02258
H -4.08177 -0.67929 -0.17938
H -3.22898 -0.41448 1.36178
H -2.80266 -1.79724 0.32852
H -3.14193 0.01043 -2.20474
H -2.06832 -1.38816 -1.91545
H -1.38075 0.19007 -2.36494
F 0.04572 -2.28680 -1.54086
C 0.04998 -2.27379 -0.11687
F -1.05460 -3.02378 0.21575
H 0.89799 -2.90776 0.17582
C -0.47545 -3.84562 3.13742
Ge 0.62327 -2.28357 3.53590
C 2.44853 -2.75934 3.00266
C 0.56651 -1.99642 5.46413
Ge -0.07964 -0.19357 2.48337
C -1.86307 0.27622 3.13551
C -2.46141 1.52088 2.93544
C -3.73286 1.79251 3.41553
C -4.43872 0.82166 4.11173
C -3.85936 -0.41683 4.33542
C -2.58635 -0.68166 3.84938
C 1.09582 1.26173 3.08655
C 0.92012 2.57370 2.64219
C 1.77474 3.59055 3.03856
C 2.83386 3.31469 3.89240
C 3.02539 2.02038 4.34591
C 2.16577 1.00645 3.94202
H -0.29912 -4.58265 3.92182
H -0.20048 -4.28852 2.18457
H -1.54009 -3.62703 3.10745
H 2.68197 -3.75397 3.38207
H 3.19000 -2.06863 3.40272
H 2.55619 -2.79211 1.91919
H 0.92609 -2.90923 5.94071
H -0.45090 -1.81173 5.80408
H 1.18956 -1.16846 5.79056
H -1.94147 2.30570 2.40031
H -4.17514 2.76603 3.24870
H -5.43126 1.03216 4.48635
H -4.39707 -1.17599 4.88731
H -2.16317 -1.65955 4.03450
H 0.11481 2.81756 1.96065
H 1.61677 4.60050 2.68356
H 3.50377 4.10440 4.20258
H 3.84668 1.79653 5.01346
H 2.35221 0.00481 4.30336
```

The HOMO-LUMO gap (alpha / beta) comes out at 6.087 / 6.285 eV. The net charge is +1. As for the energy above the lowest of the compared OMol25 structures with the same formula, charge and spin: 13.4 kJ/mol. Its LUMO energy (alpha / beta) is -4.94 / -4.76 eV.

***

This record from the OMol25 dataset describes C3H3O2V as an isolated structure at a distorted geometry. The level of theory is ωB97M-V with the def2-TZVPD basis set.

Structure (XYZ):
```
9
C3H3O2V, DFT ωB97M-V with the def2-TZVPD basis set
O -1.45773 -0.47676 0.87476
V -1.38672 -1.57620 2.40109
O 1.32516 -1.60960 -0.77756
C 0.42431 -0.86496 -0.49195
C -0.17627 -0.43570 0.71484
C 0.29808 0.93772 -0.57746
H -0.60061 1.15833 -1.17458
H 1.20290 1.14589 -1.16209
H 0.37088 1.72128 0.19294
```

The HOMO-LUMO gap (alpha / beta) comes out at 6.471 / 7.872 eV. As for the energy above the lowest of the compared OMol25 structures with the same formula, charge and spin: 259.8 kJ/mol. As for the multiplicity: 5. Its LUMO energy (alpha / beta) is -0.53 / -0.41 eV.

***

no.,molar mass (g/mol),DFT total energy (eV)
1,552.4,-36085.696
2,956.4,-74024.286
3,751.0,-159345.628
4,122.0,-32935.014